(1)
{"formula": "C5H8O", "method": "the ωB97M-V functional and the def2-TZVPD basis", "symbols": ["C", "C", "C", "C", "C", "O", "H", "H", "H", "H", "H", "H", "H", "H"], "coordinates": [[-1.06038, -0.89403, -0.60461], [-1.55327, 0.72897, -0.47217], [-0.18891, 0.22258, -0.24851], [0.62638, 0.19028, 1.04088], [1.81371, 0.29930, 0.06932], [0.94372, 0.52006, -1.05134], [-0.89169, -1.22671, -1.63231], [-1.41349, -1.62369, 0.10518], [-2.08342, 0.88192, 0.46668], [-2.13984, 0.06053, -1.17535], [0.55051, -0.73595, 1.61939], [0.51014, 1.04936, 1.70386], [2.48483, 1.14829, 0.22163], [2.40172, -0.62091, -0.04264]], "mulliken_charge": [-0.980, -0.805, 1.059, -0.585, -0.347, -0.477, 0.301, 0.314, 0.205, 0.308, 0.265, 0.257, 0.257, 0.227], "total_charge": 0, "spin_multiplicity": 1, "molar_mass_g_mol": 84.1, "relative_energy_kcal_mol": 99.3}

---

(2)
{"formula": "C4H8N2", "method": "the ωB97M-V functional and the def2-TZVPD basis", "symbols": ["C", "C", "C", "C", "H", "H", "H", "H", "H", "H", "H", "H", "N", "N"], "coordinates": [[-0.57622, 1.28523, 0.19464], [-0.86969, -1.09570, 0.23452], [0.61517, -1.28329, 0.01533], [0.91000, 1.08741, 0.04823], [-0.87262, 2.21690, -0.36007], [-0.82097, 1.40422, 1.26442], [-1.16055, 0.12227, -1.36476], [-1.42552, -1.88390, -0.26435], [-1.17832, -1.12089, 1.29252], [1.15215, -2.21130, -0.17862], [2.35560, -0.33039, -0.22645], [1.64784, 1.87032, -0.09230], [-1.36514, 0.15676, -0.35964], [1.34040, -0.16091, -0.07274]], "mulliken_charge": [-0.484, -0.573, -0.415, -0.455, 0.288, 0.233, 0.269, 0.310, 0.244, 0.395, 0.290, 0.403, -0.448, -0.057], "total_charge": 0, "spin_multiplicity": 1, "molar_mass_g_mol": 84.1, "relative_energy_kcal_mol": 54.2}

---

(3)
{"formula": "C3H7N3O2", "method": "the ωB97M-V functional and the def2-TZVPD basis", "symbols": ["C", "C", "C", "H", "H", "H", "H", "H", "H", "H", "N", "N", "N", "O", "O"], "coordinates": [[0.76257, -0.48711, -0.35081], [-1.69171, 0.13959, -0.32246], [-3.07102, -0.02655, 0.06139], [2.81915, 1.81822, 0.19086], [0.34142, 1.17194, 0.93404], [-0.76727, -1.90687, -0.61068], [-1.35620, 1.10680, -0.24291], [-3.33309, -1.02663, 0.70076], [-3.91492, 0.77827, 0.28735], [3.57165, -1.47482, 0.02343], [0.77647, 0.77517, 0.09719], [-0.62016, -0.81632, -0.31127], [1.84316, -1.36674, -0.27637], [1.68357, 1.87611, -0.41967], [2.95638, -0.56106, 0.23913]], "mulliken_charge": [0.346, -0.173, -0.704, 0.380, 0.289, 0.298, 0.478, 0.182, 0.261, 0.411, -0.141, -0.184, -0.512, -0.522, -0.409], "total_charge": 0, "spin_multiplicity": 1, "molar_mass_g_mol": 117.1, "relative_energy_kcal_mol": 246.5}

---

(4)
{"formula": "C13H23N3OS", "method": "the ωB97M-V functional and the def2-TZVPD basis", "symbols": ["C", "C", "C", "C", "C", "C", "C", "C", "C", "N", "C", "S", "C", "C", "C", "O", "N", "N", "H", "H", "H", "H", "H", "H", "H", "H", "H", "H", "H", "H", "H", "H", "H", "H", "H", "H", "H", "H", "H", "H", "H"], "coordinates": [[-4.72649, -0.39957, -0.08891], [-3.49409, -1.03908, -0.71848], [-2.39042, -1.35712, 0.29118], [-1.78488, -0.13558, 0.98411], [-1.01656, 0.76889, 0.02278], [-0.24569, 1.85455, 0.77151], [0.33363, 2.92914, -0.14914], [1.29112, 2.36892, -1.21090], [2.38815, 1.58110, -0.60412], [2.53402, 0.27702, -0.66673], [3.66443, 0.03786, 0.03911], [4.28613, -1.56556, 0.25011], [3.08199, -2.43757, -0.80186], [1.63902, -2.30550, -0.34966], [1.42216, -2.29962, 1.13640], [0.74625, -2.26613, -1.15442], [4.22138, 1.11969, 0.53957], [3.39827, 2.10281, 0.12285], [-5.51559, -0.28995, -0.82980], [-5.10340, -1.01811, 0.72323], [-4.49877, 0.58662, 0.30769], [-3.10085, -0.38580, -1.49843], [-3.79059, -1.97430, -1.19928], [-1.59214, -1.88888, -0.23061], [-2.79966, -2.02535, 1.05419], [-1.09737, -0.48536, 1.75869], [-2.56713, 0.43829, 1.48510], [-0.32375, 0.15552, -0.55453], [-1.71362, 1.24406, -0.66970], [0.56199, 1.39345, 1.34585], [-0.91476, 2.34244, 1.48544], [-0.48137, 3.44164, -0.66399], [0.86024, 3.67047, 0.45841], [1.71672, 3.19655, -1.78449], [0.75096, 1.71341, -1.89233], [3.18269, -2.08582, -1.82847], [3.37078, -3.48919, -0.74875], [1.58643, -1.28867, 1.50550], [2.12773, -2.95908, 1.63473], [0.39891, -2.58684, 1.36298], [3.59413, 3.06067, 0.36518]], "mulliken_charge": [-1.224, -0.510, -0.536, -0.855, 0.049, -0.673, -0.882, -0.802, 0.287, -0.168, 0.346, -0.198, -0.793, 0.922, -1.266, -0.565, -0.975, 0.317, 0.386, 0.280, 0.270, 0.270, 0.415, 0.161, 0.386, 0.355, 0.432, 0.031, 0.240, 0.165, 0.525, 0.391, 0.399, 0.427, 0.298, 0.421, 0.413, 0.237, 0.479, 0.320, 0.225], "total_charge": 0, "spin_multiplicity": 1, "molar_mass_g_mol": 269.4, "smiles": "CCCCCCCCc1nc(SCC(C)=O)n[nH]1", "relative_energy_kcal_mol": 0.0}

---

Number 1: F_max 2.06 eV Å⁻¹, orbital gap 9.86 eV. Number 2: F_max 1.27 eV Å⁻¹, orbital gap 7.27 eV. Number 3: F_max 6.41 eV Å⁻¹, orbital gap 8.39 eV. Number 4: F_max 0.82 eV Å⁻¹, orbital gap 9.29 eV.